1.
{"formula": "C28H58N2O10S4", "method": "the ωB97M-V functional and the def2-TZVPD basis", "species": ["S", "S", "S", "S", "O", "O", "O", "O", "O", "O", "O", "O", "O", "O", "N", "N", "C", "C", "C", "C", "C", "C", "C", "C", "C", "C", "C", "C", "C", "C", "C", "C", "C", "C", "C", "C", "C", "C", "C", "C", "C", "C", "C", "C", "H", "H", "H", "H", "H", "H", "H", "H", "H", "H", "H", "H", "H", "H", "H", "H", "H", "H", "H", "H", "H", "H", "H", "H", "H", "H", "H", "H", "H", "H", "H", "H", "H", "H", "H", "H", "H", "H", "H", "H", "H", "H", "H", "H", "H", "H", "H", "H", "H", "H", "H", "H", "H", "H", "H", "H", "H", "H"], "xyz": [[-0.8808, -2.9174, 3.0878], [3.3510, 4.9311, -5.1618], [2.5635, 2.4182, -6.5153], [-7.7287, -3.7041, 5.2464], [-1.4846, -2.7075, 1.8040], [2.7001, 2.2902, -2.2764], [-1.3295, -1.7350, 4.0544], [-1.7013, 4.5931, -4.5361], [3.0683, -0.7164, 2.1969], [-7.1227, -4.5414, 6.2332], [-8.3623, -4.6056, 4.1037], [-1.0521, -4.1698, 3.7579], [2.5854, 0.3168, -1.1865], [-6.9749, -2.6517, 4.6341], [0.8296, 4.0739, -5.3098], [0.9352, -4.3625, -1.7844], [2.5313, 3.3960, 0.2940], [3.9977, 2.5075, -1.7065], [2.1298, 3.7417, -5.6404], [-3.4455, -2.5237, 5.0597], [-0.7428, -0.9388, -1.5984], [4.8379, 2.8868, -4.0647], [2.4082, 2.9353, 1.7682], [4.7226, 3.4568, -2.6507], [-7.4670, -5.1598, 3.1113], [1.9875, 1.4471, 1.8237], [-0.1054, -3.3894, -1.4100], [-0.3219, 0.5183, -1.4195], [-0.1035, 2.9396, -5.4335], [-2.7463, -1.4885, 4.2045], [-1.5074, 3.2447, -4.8672], [0.8266, -2.5146, 3.0128], [4.8671, 3.9582, -5.1474], [0.6942, 4.8274, -4.0381], [4.4295, -1.9726, 0.6703], [0.6809, 1.0413, -2.4691], [-0.7627, 4.9721, -3.5659], [3.9298, 3.0858, -0.2685], [2.7856, 0.5476, 2.7850], [2.0832, 1.1501, -1.9146], [4.2667, -0.6720, 1.4380], [-6.6326, -6.3081, 3.6416], [0.3909, -1.9414, -1.4152], [-9.2325, -3.0585, 5.8913], [1.3139, -3.2919, 2.4291], [5.1176, -2.6384, 1.1867], [-4.4846, -2.2369, 5.2190], [5.0704, 3.5351, -6.1256], [-7.2706, -7.0729, 4.0840], [1.6400, 3.5163, 2.2723], [5.7366, 3.5543, -2.2592], [-9.8714, -3.8875, 6.1822], [-2.9494, -2.6238, 6.0254], [1.3671, -4.7619, -0.9653], [0.0341, 0.6850, -0.4059], [4.7907, -1.7854, -0.3370], [4.4676, 2.4171, 0.4015], [-0.3983, -3.6247, -0.3884], [4.2519, 4.4386, -2.6386], [-0.9635, 6.0138, -3.3296], [-1.2223, 1.1256, -1.5283], [-2.2427, 3.0074, -5.6308], [1.6783, -3.9096, -2.2968], [-6.0569, -6.7512, 2.8291], [-6.8409, -4.3632, 2.7068], [4.4953, 4.0168, -0.2579], [3.7350, 1.0168, 3.0573], [-3.4366, -3.5033, 4.5845], [0.6971, 0.4341, -3.3725], [-1.7128, 2.6003, -4.0048], [5.6480, 4.6854, -4.9222], [1.2307, -2.4958, 4.0210], [4.0344, 2.1930, -4.2963], [1.2620, 4.3199, -3.2550], [-9.7069, -2.4413, 5.1340], [-1.2458, -1.0641, -2.5586], [3.4715, -2.4797, 0.5854], [0.9387, 1.3694, 2.1112], [-0.9742, -3.5099, -2.0555], [0.3769, 2.0510, -2.7509], [5.1195, -0.4854, 2.0986], [-8.9698, -2.4619, 6.7618], [4.5827, 1.5919, -1.6810], [2.2060, 0.3820, 3.6909], [-3.2038, -1.4116, 3.2168], [5.7669, 2.3187, -4.1438], [1.7430, 2.8799, -0.2413], [-0.9214, 4.4055, -2.6413], [2.3616, 4.4705, 0.2785], [4.2109, 0.1623, 0.7351], [1.1156, 5.8197, -4.1441], [-2.8115, -0.5081, 4.6723], [-0.2189, 2.7269, -6.4897], [3.3601, 3.0366, 2.2860], [1.1564, -1.7867, -2.1770], [2.0724, 0.9861, 0.8428], [-1.4813, -1.1511, -0.8204], [-8.1188, -5.5041, 2.3114], [0.8474, -1.7384, -0.4456], [0.9405, -1.5559, 2.5257], [-5.9354, -5.9754, 4.4086], [0.2991, 2.0594, -4.9339]], "mulliken_charge": [1.25, -0.20, -0.27, 1.31, -0.63, 0.54, -0.25, -0.48, -0.20, -0.62, -0.30, -0.65, -0.66, -0.61, -0.07, -0.68, -0.36, 0.13, 0.44, -0.85, -1.11, -0.29, -1.56, -1.30, -0.33, 1.08, -0.51, -0.96, -0.58, -0.44, -0.47, -0.69, -1.12, -0.28, -1.21, 1.69, -0.76, -1.12, -1.25, -0.54, 0.41, -0.98, 0.61, -1.03, 0.42, 0.39, 0.30, 0.53, 0.28, 0.43, 0.45, 0.34, 0.27, 0.28, 0.12, 0.30, 0.61, 0.09, 0.56, 0.36, 0.43, 0.37, 0.27, 0.39, 0.33, 0.49, 0.54, 0.30, 0.80, 0.18, 0.46, 0.47, 0.05, -0.05, 0.32, 0.35, 0.12, 0.58, 0.39, -1.39, 0.40, 0.38, 0.25, 0.31, 0.31, 0.52, -0.01, 0.30, 0.57, -0.37, 0.61, 0.29, 0.63, 0.48, 0.26, -0.76, 0.37, 0.27, -0.35, -0.17, 0.28, 0.20], "smiles": "CCOCCCCC[C@H](CCCSC(=S)N1CCOCC1)OC(=O)CCCCCN.CCOS(C)(=O)=O.CCOS(C)(=O)=O", "homo_ev": -8.448}

2.
{"formula": "C28H59BI2N6O11P3S2", "method": "the ωB97M-V functional and the def2-TZVPD basis", "species": ["I", "I", "S", "S", "P", "P", "P", "O", "O", "O", "O", "O", "O", "O", "O", "O", "O", "O", "N", "N", "N", "N", "N", "N", "C", "C", "C", "C", "C", "C", "C", "C", "C", "C", "C", "C", "C", "C", "C", "C", "C", "C", "C", "C", "C", "C", "C", "C", "C", "C", "C", "C", "B", "H", "H", "H", "H", "H", "H", "H", "H", "H", "H", "H", "H", "H", "H", "H", "H", "H", "H", "H", "H", "H", "H", "H", "H", "H", "H", "H", "H", "H", "H", "H", "H", "H", "H", "H", "H", "H", "H", "H", "H", "H", "H", "H", "H", "H", "H", "H", "H", "H", "H", "H", "H", "H", "H", "H", "H", "H", "H", "H"], "xyz": [[1.8017, 0.1196, -3.7292], [3.8543, 1.8435, -0.2708], [-6.5967, -3.2462, -0.7224], [-3.8906, 2.9154, 3.4914], [-0.6834, -0.6028, 3.1184], [0.9054, -2.0350, 3.0919], [-2.7228, -0.7979, 0.8949], [-8.1725, -1.8053, 0.9345], [-2.6923, 1.7483, -0.6969], [1.3013, -2.1599, 4.6372], [-2.6030, -2.3772, 1.2740], [2.0931, -1.6361, 2.3229], [3.6207, -5.5348, 3.4872], [-2.3681, 3.6966, 0.5606], [3.3940, 8.4812, -4.0911], [0.4113, -3.5180, 2.6766], [-3.9179, -0.2074, 1.8505], [-0.0251, 4.2032, 3.2793], [2.1488, -7.9229, 4.1667], [-1.3975, 1.9165, 2.8361], [-8.0906, -1.0026, -1.0628], [0.3989, 2.0296, 1.1721], [-8.8841, -0.1926, -0.3164], [2.2241, 5.9140, -3.5808], [4.6350, -5.1506, 4.4029], [1.9886, 8.3438, -4.0596], [4.4841, -8.3946, 4.6595], [-0.1429, -0.2504, 0.1724], [-1.0758, 0.0465, 1.3879], [1.4828, 6.9233, -4.3491], [0.0454, -2.3204, -1.4593], [3.8680, -6.7506, 2.7948], [-8.9118, -0.6881, 0.8724], [1.2309, 2.1715, 2.4275], [-1.0675, 1.6345, 1.4036], [-7.6609, -1.9563, -0.3036], [0.6283, 3.2843, 0.4246], [0.9769, 0.8042, 0.4494], [1.5229, 6.5460, -5.8260], [-1.2156, -1.9053, -2.2355], [1.9277, 0.9368, -0.7379], [-4.7004, -3.5395, -2.6715], [1.9176, 2.8207, -2.6112], [-2.5226, 2.3260, 3.1191], [1.1972, 3.5085, 3.1862], [-3.4648, -3.0743, -1.8593], [3.4850, -8.0204, 3.5698], [-2.1510, -3.0768, -2.6502], [1.3641, 1.4778, -2.0928], [3.9553, 8.6669, -5.3804], [0.2991, -1.6913, -0.0558], [-5.9129, -2.6882, -2.3081], [-2.1122, 2.3778, 0.3945], [-1.6364, -4.0355, -2.6196], [4.5981, -4.0646, 4.5021], [2.2676, 2.0490, 2.1188], [4.4550, -5.5810, 5.3901], [1.1110, 7.3436, -6.4461], [-2.5015, 4.0821, -0.3140], [2.8780, 2.7065, -3.0950], [3.2142, 6.0695, -3.7557], [-5.6583, -1.6329, -2.2185], [3.4696, -8.8407, 2.8470], [1.8747, -2.9260, 4.7715], [2.1185, -7.0660, 4.7129], [2.2569, -0.0726, -0.9503], [2.5348, 6.3333, -6.1693], [-4.9353, -4.5464, -2.3214], [1.5129, 9.0786, -4.7207], [-3.7046, -2.0844, -1.4774], [0.2784, 1.5550, -2.0801], [1.4647, -7.7683, 3.4305], [1.2393, 3.1268, -3.4083], [-6.6988, -2.7574, -3.0553], [-2.0641, 1.7498, -1.4310], [-2.4219, -2.9017, -3.6928], [-9.4400, -0.2813, 1.7104], [1.6676, 3.5836, 0.4833], [-3.3625, -3.7244, -0.9913], [5.6283, -5.4328, 4.0481], [4.8925, 9.2077, -5.2565], [0.0489, 4.1098, 0.8268], [-4.5410, -3.5096, -3.7442], [3.2976, 9.2530, -6.0276], [5.5097, -8.3380, 4.2895], [1.6955, 8.6036, -3.0382], [1.0786, 1.3483, 3.1193], [2.1207, 6.1210, -2.5903], [4.1841, 7.7083, -5.8515], [-1.8749, -2.6208, 1.8710], [4.3070, -9.4154, 4.9951], [-0.1150, -2.3749, 0.6734], [-1.8157, -1.3763, 3.4657], [-0.8831, -1.4440, -3.1669], [0.9299, 5.6480, -6.0019], [1.3736, -1.7380, 0.1134], [-0.0417, -3.3937, -1.2860], [0.3818, 3.2182, -0.6310], [-1.8331, -1.1612, -1.7374], [1.2005, -4.0871, 2.6912], [-4.0519, -0.7700, 2.6301], [-0.4806, 3.8997, 4.0679], [4.9092, -6.7890, 2.4536], [-0.6333, 0.1574, -0.7160], [1.5715, 0.2551, 1.1840], [0.9587, -2.2142, -2.0368], [1.9230, 4.1872, 2.7391], [4.3996, -7.7510, 5.5351], [0.4353, 6.8856, -4.0335], [3.2447, -6.7039, 1.8974], [1.5877, 3.3122, 4.1862], [1.8944, 3.6189, -1.8775]], "mulliken_charge": [0.12, 0.06, -0.19, -0.30, -0.40, 1.16, 0.59, -0.31, -0.68, -0.53, -0.71, -0.68, -0.15, -0.59, -0.38, -0.44, -0.38, -0.51, -0.70, -0.66, -0.19, 1.49, -0.58, -0.42, -0.86, -0.70, -1.40, 0.74, -0.14, 0.24, -1.67, -0.83, 0.03, -0.21, -0.02, 0.63, -1.80, -1.57, -1.45, -0.06, -1.20, -1.06, -1.72, 0.48, -1.20, 0.30, 0.35, -1.15, 0.03, -0.64, -1.40, -0.74, 0.94, 0.31, 0.25, 0.41, 0.30, 0.36, 0.36, 0.55, 0.26, 0.36, 0.41, 0.34, 0.30, 1.41, 0.31, 0.28, 0.45, -0.14, 0.39, 0.27, 0.55, 0.59, 0.33, 0.53, 0.43, 0.61, 0.27, 0.36, 0.26, 0.60, 0.47, 0.30, 0.35, 0.33, 0.34, 0.23, 0.23, 0.42, 0.36, 0.49, 0.25, 0.26, 0.33, 0.70, 0.74, 0.40, -0.02, 0.33, 0.36, 0.35, 0.39, 0.30, 0.49, 0.40, 0.40, 0.28, 0.33, 0.34, 0.43, 0.17], "homo_ev": -10.375, "charge": 1, "relative_energy_kj_mol": 104.1}

no.,LUMO energy (eV),frontier orbital gap (Ha)
1,0.380,0.324
2,-2.683,0.283